# 1
Entry from the OMol25 dataset: the molecule C19H22N2O4 at a distorted geometry (ωB97M-V with the def2-TZVPD basis set).

Properties
Orbital gap   0.2952 Eh
SMILES   COc1ccc2nc3oc(C(=O)NCCCOC(C)C)cc3cc2c1
Max |F|   1.5 eV/A
Electronic energy   -1147.6979 Eh
HOMO energy   -8.30 eV

The geometry in XYZ format:
```
47
C19H22N2O4, DFT ωB97M-V with the def2-TZVPD basis set
C 8.285 -0.257 0.338
O 7.463 0.851 0.058
C 6.123 0.654 -0.044
C 5.373 1.822 -0.330
C 4.020 1.772 -0.460
C 3.325 0.550 -0.313
N 1.986 0.560 -0.455
C 1.392 -0.589 -0.313
O 0.059 -0.757 -0.425
C -0.182 -2.091 -0.213
C -1.575 -2.590 -0.272
O -1.853 -3.753 -0.044
N -2.471 -1.644 -0.616
C -3.890 -1.894 -0.680
C -4.629 -1.401 0.567
C -4.481 0.107 0.768
O -4.941 0.753 -0.401
C -4.898 2.171 -0.420
C -3.475 2.730 -0.338
C -5.799 2.812 0.638
C 0.960 -2.786 0.036
C 2.024 -1.838 -0.021
C 3.393 -1.852 0.125
C 4.075 -0.633 -0.024
C 5.480 -0.548 0.106
H 8.213 -1.017 -0.446
H 8.036 -0.706 1.305
H 9.302 0.131 0.372
H 5.917 2.747 -0.441
H 3.441 2.655 -0.679
H -2.150 -0.698 -0.753
H -4.298 -1.392 -1.559
H -4.017 -2.975 -0.776
H -4.246 -1.914 1.450
H -5.686 -1.641 0.452
H -3.428 0.355 0.964
H -5.071 0.412 1.643
H -5.308 2.399 -1.413
H -3.064 2.616 0.662
H -3.489 3.788 -0.583
H -2.827 2.219 -1.047
H -5.365 2.720 1.632
H -6.776 2.336 0.634
H -5.923 3.869 0.416
H 1.023 -3.836 0.232
H 3.932 -2.762 0.344
H 6.018 -1.458 0.324
```

# 2
Entry from the OMol25 dataset: a structure of composition C19H22N2O4S2 at a distorted geometry (ωB97M-V with the def2-TZVPD basis set).

Properties
Orbital gap   0.3094 Eh
Max |F|   17.4 eV/A
Electronic energy   -1943.3870 Eh
HOMO energy   -8.66 eV

The geometry in XYZ format:
```
49
C19H22N2O4S2, DFT ωB97M-V with the def2-TZVPD basis set
O 3.044 1.666 1.958
C 3.383 1.585 0.689
N 2.500 1.235 -0.279
C 1.242 0.359 -0.079
C 0.707 -0.070 1.064
C -0.473 -0.806 1.395
C -1.110 -1.372 0.385
C -0.568 -0.932 -1.168
C 0.505 -0.110 -1.278
H 0.987 0.041 -2.175
H -1.099 -1.187 -1.883
S -2.556 -2.194 0.313
O -2.794 -2.999 -0.983
O -2.227 -3.113 1.539
N -3.569 -1.172 0.821
H -4.298 -1.580 1.718
C -4.081 -0.465 -0.021
H -5.080 -0.759 -0.419
C -4.280 1.226 0.398
C -3.136 1.832 1.094
H -3.411 2.573 1.588
C -2.628 2.469 -0.148
H -1.803 1.794 -0.692
C -3.799 2.609 -1.042
H -3.988 3.783 -1.613
H -3.498 2.115 -2.206
O -4.839 1.776 -0.571
H -1.962 3.479 -0.152
H -2.528 1.034 1.575
H -5.138 1.034 1.292
H -3.365 -0.142 -0.923
H -0.845 -1.003 2.187
H 1.196 0.561 2.106
H 2.624 1.050 -1.238
C 4.539 1.880 0.102
H 5.112 2.909 0.733
H 4.542 2.261 -1.117
S 5.665 0.482 0.487
C 4.452 -0.795 -0.072
C 3.723 -1.320 1.079
C 2.959 -2.494 0.908
C 2.423 -2.708 -0.311
C 3.116 -2.226 -1.587
C 4.123 -1.352 -1.363
H 4.586 -0.681 -2.285
H 3.133 -2.541 -2.642
H 1.889 -3.639 -0.687
H 2.506 -3.032 1.617
H 4.119 -1.060 1.886
```

# 3
Entry from the OMol25 dataset: a structure of composition C19H22N2O5S at a distorted geometry (ωB97M-V with the def2-TZVPD basis set).

Properties
Orbital gap   0.2592 Eh
Max |F|   19.5 eV/A
Electronic energy   -1620.5211 Eh
HOMO energy   -8.38 eV

The geometry in XYZ format:
```
49
C19H22N2O5S, DFT ωB97M-V with the def2-TZVPD basis set
C 2.804 2.406 -3.022
C 3.156 1.756 -1.758
C 4.383 1.013 -1.597
C 4.880 0.514 -0.527
C 4.079 0.593 0.396
C 2.972 1.423 0.512
C 2.567 2.114 -0.651
C 1.215 2.490 -0.742
H 0.573 2.004 -1.417
H 0.675 2.642 0.256
H 1.403 3.537 -0.876
H 2.455 1.294 1.464
S 4.515 -0.214 1.929
C 3.747 -1.857 1.870
C 2.333 -1.697 1.444
N 1.517 -1.362 2.540
O 0.201 -1.025 1.877
C 0.407 -0.933 0.637
C 1.601 -1.446 0.338
C 2.364 -1.372 -0.966
O 3.452 -2.052 -1.241
O 1.805 -0.877 -1.956
H 0.784 -0.648 -1.776
C -0.734 -0.458 0.009
O -0.687 -0.593 -1.312
N -1.990 -0.492 0.626
H -1.973 -0.672 1.414
C -3.195 -0.219 0.157
H -3.460 0.959 0.514
H -3.099 0.115 -1.025
C -4.200 -1.316 0.392
H -3.849 -2.217 -0.271
C -5.658 -0.817 -0.028
H -6.197 -1.633 -0.508
C -6.179 -0.211 1.175
H -5.911 0.702 1.560
C -5.528 -1.295 2.173
H -6.078 -1.866 2.573
O -4.206 -1.464 1.771
H -5.232 -0.639 3.373
H -7.381 -0.158 1.324
H -5.495 0.095 -0.710
H 4.325 -2.211 0.871
H 3.932 -2.328 2.563
H 5.986 -0.096 -0.440
H 4.980 1.020 -2.594
H 1.830 1.945 -3.448
H 3.452 2.278 -3.926
H 2.659 3.272 -2.967
```

# 4
Entry from the OMol25 dataset: a cluster of 2 separate species, C19H22N2O6 in total at a distorted geometry (ωB97M-V with the def2-TZVPD basis set).

Properties
Orbital gap   0.3159 Eh
SMILES   CNC(=O)[C@@H](NC(C)=O)C(C)C.O=c1ccc2c(O)c3ccoc3cc2o1
Max |F|   3.0 eV/A
Electronic energy   -1298.1914 Eh
HOMO energy   -8.55 eV

The geometry in XYZ format:
```
49
C19H22N2O6, DFT ωB97M-V with the def2-TZVPD basis set
C -0.992 6.419 1.427
N -0.404 5.325 0.655
C -1.028 4.672 -0.335
O -2.178 4.944 -0.656
C -0.260 3.550 -1.060
N 1.002 3.183 -0.376
C 2.201 3.748 -0.514
C 2.411 4.845 -1.538
O 3.127 3.397 0.195
C -1.150 2.310 -1.303
C -0.425 1.258 -2.155
C -1.632 1.645 -0.007
H -1.447 7.147 0.751
H -0.225 6.915 2.023
H -1.767 6.026 2.088
H 0.532 5.031 0.889
H -0.019 3.949 -2.044
H 0.962 2.439 0.304
H 3.436 5.204 -1.463
H 1.729 5.670 -1.347
H 2.245 4.444 -2.536
H -2.028 2.625 -1.866
H 0.430 0.848 -1.617
H -0.083 1.713 -3.085
H -1.116 0.449 -2.394
H -2.298 0.818 -0.251
H -0.790 1.262 0.569
H -2.189 2.363 0.595
O 1.366 -6.813 4.737
C 0.936 -6.386 3.674
C -0.258 -7.064 3.181
C -0.840 -6.676 2.001
C -0.233 -5.575 1.261
C -0.771 -5.120 0.046
O -1.882 -5.696 -0.497
C -0.161 -4.059 -0.626
C -0.427 -3.346 -1.855
C 0.555 -2.395 -1.969
O 1.420 -2.447 -0.903
C 0.974 -3.461 -0.098
C 1.517 -3.905 1.104
C 0.920 -4.963 1.794
O 1.498 -5.359 2.977
H -0.665 -7.876 3.772
H -1.731 -7.175 1.628
H -2.075 -5.246 -1.334
H -1.236 -3.518 -2.558
H 0.645 -1.691 -2.791
H 2.403 -3.428 1.507
```

> Look up the max |F| of the first one.

1.5 eV/A

> The lowest max |F| belongs to which entry?

C19H22N2O4

> Among the records above, which one has the highest max |F|?

C19H22N2O5S

> What is the formula in the fourth record?

C19H22N2O6